Entry 1:
10
Properties=species:S:1:pos:R:3 method="wB97M-V/def2-TZVPD" total_charge=+1 energy_ev=-6717.5325 lumo_ev="-9.84 / -9.83" multiplicity=1 homo_ev="-15.4941 / -15.5275" orbital_gap_ev="5.6569 / 5.6926"
N -0.74408 -0.28885 0.71271
C -1.31285 0.64789 -0.14275
C 1.90158 0.22504 0.45767
C -1.54856 -1.95433 -1.08259
C -1.32072 -0.86798 -0.44245
C 3.01780 0.25947 0.05074
H 3.89568 0.19472 -0.65428
H -2.31208 1.21420 0.24370
H -0.80526 -0.60845 1.66977
H -0.77151 1.17829 -0.81252

---

Entry 2:
162
Properties=species:S:1:pos:R:3 method="wB97M-V/def2-TZVPD" total_charge=0 energy_ev=-71175.8680 lumo_ev=0.55 multiplicity=1 homo_ev=-8.1082 orbital_gap_ev=8.6561
O -12.74026 3.38754 -18.33876
O -10.98870 1.59189 -7.31010
O -8.48392 -3.91892 -4.69795
O -16.69655 5.53581 -6.21022
O -15.98223 -4.55328 -6.40278
O -4.65809 0.82210 -5.83165
N -4.20030 2.08742 -6.28370
N -13.75488 3.15375 -17.37640
N -11.41447 2.02440 -8.59292
N -14.64152 -4.91096 -6.07697
N -7.58143 -3.45669 -5.68552
C -7.98457 -2.10221 -6.18077
C -12.86411 2.09148 -8.65074
C -6.09824 2.56792 -7.83227
C -13.29848 2.59597 -10.01502
C -14.44233 0.96339 -18.37357
C -7.16468 -1.74111 -7.42292
C -13.94040 -3.67298 -5.71827
C -12.64498 -5.01257 -4.05718
C -14.50233 3.03171 -15.13536
C -12.64807 1.79730 -11.13779
C -17.30867 4.28725 -6.54854
C -13.34708 3.08320 -7.58509
C -4.73280 4.39624 -6.75987
C -3.04242 1.42079 -8.39576
C -1.95166 1.14477 -6.18884
C -9.18071 2.04789 -9.48368
C -16.68350 3.21778 -5.66706
C -15.46732 1.90869 -15.49186
C -9.47828 -2.03930 -6.45988
C -14.66457 -2.78048 -4.70091
C -6.96163 -2.84696 -8.42768
C -12.54992 -4.04227 -5.22463
C -14.80180 -7.30760 -6.25060
C -15.98873 2.25525 -16.87076
C -10.56868 1.43106 -9.63746
C -7.21359 -4.55326 -6.57049
C -13.50478 0.71381 -8.35295
C -6.39213 -5.58342 -5.81994
C -12.49329 1.62291 -15.77409
C -6.32240 -4.02405 -7.68726
C -2.92880 2.00719 -6.98000
C -8.44736 -5.24007 -7.18728
C -13.75250 -2.86739 -7.00267
C -14.63192 -6.15195 -5.24380
C -14.86131 2.38414 -17.93152
C -18.82388 4.36225 -6.37479
C -7.60174 -1.15675 -5.04168
C -5.30196 2.98523 -6.58337
C -15.43669 3.09379 -19.14565
C -6.24129 3.02805 -5.38027
C -15.78369 -6.20373 -4.24467
C -13.26985 -6.28115 -4.55644
C -10.47497 -0.08466 -9.52541
C -2.36096 3.43723 -7.04807
C -11.13380 1.81026 -11.00313
C -13.25163 2.94762 -16.03235
C -3.39447 4.44947 -7.50602
C -12.32892 4.08627 -15.62492
H -16.26324 1.86277 -14.74712
H -8.84494 1.91779 -8.45494
H -13.11987 0.81607 -11.26671
H -8.48916 1.55770 -10.16977
H -8.20250 -6.06086 -7.86412
H -16.34161 2.59967 -19.49702
H -10.06344 -2.62437 -5.75532
H -6.99233 3.79853 -5.54949
H -15.62171 -7.00565 -3.52468
H -14.71077 3.09929 -19.96320
H -15.65928 4.14657 -18.95229
H -12.33636 1.50528 -14.70008
H -7.90579 -3.20350 -8.85342
H -3.56241 4.35629 -8.58338
H -6.29969 1.50084 -7.79128
H -14.10838 3.04083 -14.11689
H -15.87050 -5.26294 -3.69938
H -12.98032 -0.03465 -8.94565
H -14.96961 3.98453 -15.39265
H -6.19660 -1.38208 -7.04935
H -8.38890 -1.14730 -4.27462
H -7.58393 -0.11799 -5.38951
H -10.63037 2.38871 -6.90666
H -12.59278 -6.87030 -5.19221
H -8.97253 -5.76304 -6.37698
H -19.03288 5.00916 -5.51969
H -16.63548 3.13648 -16.86443
H -1.74376 1.61646 -5.22667
H -1.94628 3.70768 -6.07326
H -11.96675 -4.46295 -6.04951
H -15.91837 2.61511 -6.15585
H -11.65467 -5.13450 -3.61846
H -14.71982 -2.47907 -7.35251
H -13.44194 1.00184 -18.80769
H -14.43610 3.17004 -7.64014
H -13.28922 -4.53760 -3.31029
H -12.06836 3.96423 -14.57709
H -14.42179 0.23315 -17.56585
H -5.68484 3.30968 -4.47938
H -11.30870 -0.64325 -9.94372
H -16.11577 3.68852 -4.86001
H -7.62324 -0.83427 -7.83573
H -13.33940 -7.06277 -3.78031
H -10.80588 1.05423 -11.73182
H -13.30639 0.42565 -7.32104
H -11.51078 1.76393 -16.23258
H -12.95526 0.73572 -16.18847
H -13.02041 4.07945 -7.89811
H -16.74461 -6.34268 -4.73758
H -6.33801 -2.51023 -9.25611
H -2.38706 0.16384 -6.01126
H -13.92962 -2.20637 -4.12537
H -19.25974 3.38431 -6.17653
H -6.01653 -4.80981 -8.37956
H -14.97655 0.93957 -15.55216
H -17.44417 2.57039 -5.23951
H -5.37727 -3.62166 -7.29515
H -3.74397 1.94643 -9.03651
H -15.25787 -8.15023 -5.71735
H -10.74046 2.72099 -11.46090
H -10.26402 -0.35654 -8.49181
H -5.42737 -5.15964 -5.54233
H -11.46638 4.16535 -16.28699
H -13.26181 -1.91375 -6.77373
H -12.84922 5.03569 -15.80027
H -2.94042 5.44177 -7.40610
H -6.90466 -5.99713 -4.95134
H -13.30369 -3.37758 -7.85137
H -14.56308 0.70972 -8.60904
H -17.11426 4.05239 -7.60275
H -6.20222 -6.42211 -6.49602
H -16.90104 6.15936 -6.91236
H -15.14779 0.61229 -19.12788
H -9.58290 -0.43503 -10.06067
H -2.05499 1.38459 -8.86189
H -15.51768 -7.02134 -7.02164
H -9.20681 3.12390 -9.65764
H -9.15994 -4.53364 -7.60223
H -1.50955 3.36156 -7.73081
H -5.60991 2.97938 -8.71599
H -4.78494 5.00824 -5.86079
H -12.01161 -3.14253 -4.91916
H -1.02164 1.04200 -6.74567
H -6.67867 2.05328 -5.16644
H -19.32046 4.77981 -7.25218
H -7.04628 3.11594 -7.83122
H -14.37093 2.73248 -10.13065
H -13.88571 -7.66405 -6.71414
H -7.98604 -3.86410 -3.87676
H -9.70545 -2.38579 -7.47247
H -4.65919 0.90453 -4.87296
H -3.36706 0.37866 -8.31239
H -12.88647 2.26148 -12.10408
H -5.38053 4.92850 -7.47146
H -15.25045 -3.34125 -3.97577
H -12.77366 4.33894 -18.47468
H -16.12782 -4.96460 -7.26012
H -9.86293 -1.01424 -6.43060
H -16.63710 1.45408 -17.24775
H -12.81449 3.58381 -10.10032
H -15.30721 -2.02415 -5.15147
H -13.06158 2.77271 -6.58691
H -6.68720 -1.43137 -4.52248

---

Entry 3:
45
Properties=species:S:1:pos:R:3 method="wB97M-V/def2-TZVPD" total_charge=0 energy_ev=-26104.4252 lumo_ev=0.59 multiplicity=1 homo_ev=-8.1056 orbital_gap_ev=8.6926
O -5.55100 2.46861 0.13212
O -1.01337 1.14934 0.19721
O 2.58993 -2.91501 0.30887
N -0.51624 -1.39521 0.02950
N 0.47143 -2.31047 -0.02977
C 1.75203 -2.04352 0.37824
C 1.98348 -0.63920 0.87648
C 4.64702 1.96400 -0.21559
C -2.69427 -0.54904 -0.19391
C -4.60301 1.50653 0.03655
C -2.17643 -2.93241 -0.95092
C 3.65544 0.95153 1.93770
C -2.29587 0.78359 0.05499
C 3.59014 2.06859 0.89250
C -5.01036 0.18838 -0.16924
C -1.72215 -1.62757 -0.35152
C -4.06789 -0.80510 -0.28558
C -3.25253 1.78935 0.14774
C 4.14113 1.30980 -1.50114
C 3.40063 -0.45915 1.41195
C 5.21902 1.29480 -2.57887
H 3.82384 0.28506 -1.30646
H 4.84455 0.83300 -3.48968
H -2.90747 2.79845 0.32244
H -2.95148 -2.75850 -1.69118
H 3.73393 3.01113 1.42626
H 6.08650 0.73155 -2.24146
H 4.11792 -0.70757 0.63035
H 1.80003 0.04469 0.04546
H 0.29448 -3.25977 -0.35372
H 5.51045 1.40886 0.15689
H 4.99534 2.96823 -0.46975
H 5.54020 2.30747 -2.81436
H -0.46968 0.33035 0.17083
H 2.59456 2.10737 0.44762
H -4.41272 -1.81644 -0.42812
H 2.92368 1.17156 2.71981
H 3.55775 -1.17226 2.22401
H -2.57041 -3.59096 -0.17662
H -6.06360 -0.02864 -0.23454
H -5.13463 3.32719 0.27784
H 4.64441 0.97088 2.40186
H 3.27348 1.86472 -1.86751
H 1.25068 -0.41978 1.65607
H -1.35206 -3.44177 -1.44809

---

Entry 4:
14
Properties=species:S:1:pos:R:3 method="wB97M-V/def2-TZVPD" total_charge=+1 energy_ev=-74782.4107 lumo_ev=-4.54 multiplicity=1 homo_ev=-14.6070 orbital_gap_ev=10.0654
Br -3.15147 0.02144 0.10893
N -0.07251 -0.02125 1.32652
C 0.82292 -1.32773 -0.46580
C 0.54236 0.00523 0.18736
C 0.78896 1.31078 -0.39493
H 0.88743 2.04812 0.35299
H -4.28049 0.69108 -0.50756
H 0.25266 -2.13962 0.13598
H -0.29694 -0.85030 1.84695
H 1.81814 -1.41131 -0.78465
H 1.68786 1.30481 -1.06079
H 0.38319 -1.39807 -1.37545
H -0.39848 0.88289 1.67763
H -0.01578 1.51187 -1.24720